# 1
{"formula": "C3H10S2", "method": "wB97M-V/def2-TZVPD", "max_force_ha_per_bohr": 0.02925, "e_lumo_ev": 0.8, "e_homo_ev": -8.93, "e_tot_ev": -24942.9688, "orbital_gap_ev": 9.7, "symbols": ["H", "C", "H", "C", "C", "S", "S", "H", "H", "H", "H", "H", "H", "H", "H"], "positions_angstrom": [[-2.43397, 2.30425, 1.08425], [0.67296, -2.45484, -1.02115], [-0.02641, 0.66640, -0.20994], [-0.27463, 1.60113, 0.30749], [-0.10666, 1.56995, 1.83066], [1.69909, -1.95291, -2.46774], [-2.01876, 1.85109, -0.12552], [1.32503, -3.03281, -3.19609], [0.22158, 2.32561, -0.33658], [-0.33487, -2.21350, -1.35248], [-0.39574, 2.56384, 2.16678], [-0.83525, 0.85831, 2.20380], [0.88800, -1.77663, -0.20223], [0.87574, 1.20042, 2.11589], [0.74389, -3.51029, -0.79713]]}

=====

# 2
{"formula": "C4H12", "method": "wB97M-V/def2-TZVPD", "max_force_ha_per_bohr": 0.04070, "e_lumo_ev": 1.2, "e_homo_ev": -11.24, "e_tot_ev": -4341.8603, "orbital_gap_ev": 12.4, "symbols": ["H", "C", "H", "H", "H", "C", "H", "H", "C", "H", "H", "C", "H", "H", "H", "H"], "positions_angstrom": [[-0.54276, -1.01565, -0.91769], [1.23408, 0.89506, 0.37811], [-2.17143, -1.43938, -0.89603], [2.88545, 1.17239, -0.97792], [-1.48449, 0.60721, 0.62710], [1.84672, 0.86135, -1.04531], [1.30583, 1.48555, -1.76959], [-2.69601, -0.60388, 1.27495], [-1.31585, -1.36214, -0.22782], [1.68041, -0.15081, -1.42746], [1.59926, 1.62258, 1.09899], [-1.68886, -0.40761, 0.93046], [1.11152, -0.07757, 0.82458], [-0.91787, -0.46262, 1.69918], [0.20288, 1.18180, 0.15353], [-1.04889, -2.30627, 0.27492]]}

=====

# 3
{"formula": "C10H20NS", "method": "wB97M-V/def2-TZVPD", "max_force_ha_per_bohr": 0.09645, "e_lumo_ev": -2.7, "e_homo_ev": -13.09, "e_tot_ev": -23011.0004, "total_charge": 1, "orbital_gap_ev": 10.4, "symbols": ["C", "C", "H", "H", "C", "H", "C", "C", "C", "H", "C", "H", "C", "S", "H", "C", "H", "H", "H", "H", "H", "H", "H", "H", "H", "H", "H", "H", "H", "H", "C", "N"], "positions_angstrom": [[-1.86896, 0.06695, 0.21899], [0.90052, 0.56594, -2.07127], [-3.20283, -1.69902, 0.73938], [-3.12278, -0.26431, 1.88317], [2.19309, -1.65308, -0.16829], [-2.03880, 2.12755, 1.15643], [2.91320, 0.79504, 0.41654], [-2.79216, 0.42213, -0.94900], [0.73223, 0.48346, -0.59088], [-3.17819, -0.64691, -1.37340], [1.99131, 0.29836, 1.53611], [1.80333, -2.26249, 0.58713], [1.86683, -0.22392, 0.16367], [-0.07042, 2.06384, -0.08221], [3.98464, 0.58619, 0.20429], [-1.40485, 1.32331, 0.99007], [-0.16367, -1.18390, 0.36408], [1.80236, 1.27595, -2.04678], [2.58347, 1.83869, 0.29945], [-1.85149, -1.34691, 1.80240], [1.71595, -2.07767, -1.07527], [-2.17804, 0.97705, -1.71039], [3.35437, -1.75829, -0.28633], [2.32926, -0.48429, 2.25358], [1.27930, -0.33216, -2.59668], [-3.74844, 0.93782, -0.59086], [-0.96107, -1.11804, -1.03480], [-0.95465, 1.01425, 1.87876], [1.17313, 0.91484, 1.89289], [0.05696, 0.90265, -2.68529], [-2.53097, -0.93761, 1.19481], [-0.61263, -0.60541, -0.32032]]}

=====

# 4
{"formula": "C32H62F3N2O2", "method": "wB97M-V/def2-TZVPD", "max_force_ha_per_bohr": 0.06912, "e_lumo_ev": -4.6, "e_homo_ev": -12.19, "e_tot_ev": -49410.6052, "total_charge": 1, "orbital_gap_ev": 7.6, "symbols": ["C", "H", "H", "H", "H", "H", "H", "H", "C", "H", "F", "H", "H", "C", "C", "C", "H", "H", "C", "H", "C", "N", "H", "C", "H", "C", "C", "O", "C", "C", "C", "O", "H", "H", "C", "C", "H", "F", "C", "N", "H", "H", "H", "H", "H", "C", "C", "C", "H", "H", "H", "H", "C", "H", "C", "C", "F", "C", "H", "H", "H", "H", "H", "H", "H", "C", "H", "C", "H", "H", "C", "H", "C", "H", "H", "H", "H", "H", "H", "C", "H", "H", "H", "H", "H", "H", "C", "H", "H", "C", "H", "H", "C", "C", "H", "H", "H", "H", "H", "H", "H"], "positions_angstrom": [[-0.70095, 4.99664, -2.12911], [-0.03378, 1.61008, -4.15938], [-7.69983, 0.67101, 0.68965], [-0.24858, 2.39368, -1.15005], [-4.87118, -2.35686, -2.33550], [6.05159, 3.80403, -4.21106], [6.49569, -5.69397, 3.14074], [-0.99908, 5.10743, -1.04938], [5.27897, -1.64083, 1.62678], [-0.41226, -3.53070, -1.88274], [4.18307, 3.19365, 1.77448], [2.08825, 1.42449, 0.68681], [-5.46883, -1.33456, 1.31554], [2.84239, 2.89413, -0.79365], [4.50347, 2.33455, -4.77147], [3.05561, 1.68893, 0.19812], [-9.42308, -2.08791, 2.76723], [-5.57651, -2.89877, -0.80170], [-0.28360, -2.52942, -2.29624], [3.04023, 5.98748, -1.60834], [-6.81796, 0.07829, 0.44052], [2.97257, 1.91618, -3.18762], [2.50156, 7.61546, -2.27227], [-3.66510, -3.81554, -1.25581], [-2.22603, -2.37574, -3.20914], [3.45355, 2.69207, -2.19693], [-7.43516, -1.83787, 2.00485], [0.87255, 6.21865, -4.05459], [1.69902, 1.17630, -2.86879], [4.12618, 1.92956, 1.29227], [1.30095, 5.89809, -2.98808], [0.74473, 4.95985, -2.14233], [-1.90576, -3.38086, -0.10455], [-3.26009, -0.97379, -1.41706], [-2.79643, -2.84737, -0.45209], [-1.37970, 3.68234, -2.64281], [0.23440, -2.63547, -3.25232], [5.37069, 1.49023, 0.92773], [4.67456, 3.45989, -2.51096], [3.40686, 1.68394, -4.39303], [3.40594, 6.42856, -3.30408], [5.56542, -4.03166, 5.54018], [0.35969, -1.95741, -1.62039], [7.49241, -1.53586, 3.30767], [1.66992, 0.80191, -1.82516], [5.35978, -1.75193, 3.14432], [-2.37507, -1.57993, -1.19893], [-5.00212, -3.21708, -1.67556], [-3.12702, -4.17040, -2.13972], [0.89820, 3.05642, -3.73183], [3.37702, 0.76721, -0.35475], [6.03816, -0.95398, 1.24606], [-8.08966, -0.99911, 4.95404], [4.29895, -1.25847, 1.32858], [7.11713, -3.64389, 3.18474], [6.13469, -4.75182, 3.56446], [3.77539, 1.13094, 2.36173], [5.15616, 3.25386, -3.85417], [-3.33901, -2.55043, 0.45158], [5.15591, -4.56808, 3.11096], [1.64969, 0.26723, -3.51960], [5.29422, -5.75326, 5.28483], [-6.11502, -0.17799, 2.46019], [7.25109, -3.64992, 2.09836], [-7.07164, -1.36167, 4.79666], [-0.61646, 2.36445, -2.20226], [5.41615, -2.60980, 1.14275], [-1.60924, -1.81677, -2.50055], [-3.85640, -4.69915, -0.63997], [-7.64488, -2.48249, 1.14407], [6.72097, -2.23792, 3.64250], [5.16614, -0.76571, 3.57652], [-8.75947, -1.25688, 2.50607], [1.75246, 3.09567, -0.88870], [-6.01712, 0.77319, 0.17554], [4.56285, -2.40653, 3.50824], [-8.06346, -0.29615, 5.78878], [-9.64009, 0.07108, 3.93839], [3.28898, 3.83415, -0.37990], [5.97561, -4.92796, 5.07036], [-8.02663, 0.54939, 3.45776], [-1.39482, 1.55625, -2.23814], [4.87555, 2.17791, -5.80603], [-1.13212, 5.89423, -2.63822], [6.93626, -5.15307, 5.53923], [-8.71511, -1.84600, 5.24569], [0.48924, 2.10639, -3.29907], [6.72995, -2.19315, 4.73581], [8.09903, -3.87990, 3.60817], [2.64154, 6.53620, -2.49626], [-2.47015, 3.63134, -2.40180], [-1.40757, -0.84579, -2.96889], [-6.38275, -0.80379, 1.60402], [-8.64406, -0.31874, 3.70744], [-9.25607, -0.72333, 1.68985], [-1.75514, -0.97371, -0.52705], [-7.04543, -0.52553, -0.44173], [-1.33977, 3.72560, -3.76758], [-5.59407, -3.95948, -2.21433], [-7.00911, -2.49231, 2.77198], [5.15196, 4.13783, -1.78061]]}